# 1
{
  "formula": "C52H42FN6O4PW",
  "method": "the ωB97M-V functional and the def2-TZVPD basis",
  "species": ["C", "C", "H", "H", "H", "N", "C", "H", "H", "H", "C", "C", "C", "H", "C", "H", "H", "N", "F", "C", "C", "H", "C", "C", "H", "H", "C", "C", "H", "C", "C", "C", "N", "C", "C", "H", "H", "C", "C", "N", "H", "C", "C", "H", "P", "H", "C", "C", "C", "H", "O", "C", "C", "N", "H", "H", "C", "C", "C", "H", "H", "C", "H", "H", "H", "H", "H", "C", "C", "H", "C", "H", "H", "H", "H", "C", "H", "C", "C", "C", "C", "H", "C", "C", "H", "C", "C", "C", "H", "C", "C", "C", "W", "C", "C", "H", "H", "C", "H", "O", "O", "O", "N", "H", "H", "C", "C"],
  "positions_angstrom": [[-0.803, -4.690, 2.219], [-0.926, 2.871, 4.072], [1.132, -4.623, -1.347], [7.235, 1.166, 1.744], [0.662, 3.665, -0.645], [2.233, -0.310, -2.526], [-3.490, -1.313, -1.491], [-2.767, -4.365, 1.424], [3.330, 2.851, 2.416], [-1.313, -4.936, 4.294], [2.464, 1.793, -3.138], [-3.353, 2.468, -2.443], [-5.207, 0.664, 1.308], [0.291, 2.167, -2.770], [2.956, -4.432, -2.402], [-3.867, 2.446, 3.072], [1.998, -3.259, 0.932], [0.431, -2.137, -0.951], [-0.180, 3.869, 4.619], [-2.274, 6.055, 0.102], [1.833, -3.929, -1.786], [-0.559, -6.349, 3.569], [-0.737, -0.642, 1.500], [-1.851, 3.210, 3.178], [-5.428, -1.017, 2.697], [-0.917, 7.636, -0.409], [1.143, 1.511, -2.795], [-3.489, -0.209, 2.792], [4.160, 0.354, -3.103], [-0.588, 0.458, 3.828], [-4.751, -0.247, 2.352], [4.243, 0.335, 0.366], [-2.261, -2.825, -0.612], [-1.066, 0.532, 2.406], [-2.766, 1.057, -4.308], [5.932, -3.365, -3.613], [-0.128, 1.537, 5.586], [3.126, 0.602, -2.954], [-1.253, -5.531, 3.380], [6.476, -0.580, -0.102], [-3.463, -4.518, -0.923], [5.345, 2.110, 2.216], [3.432, 1.252, 1.018], [5.767, 2.797, 2.937], [-1.702, 2.020, -0.042], [-4.698, 2.062, -0.166], [-1.277, -3.379, 0.250], [-0.528, 1.559, 4.581], [2.443, -1.718, -2.370], [-3.116, -0.981, 3.456], [7.610, -0.729, 0.303], [5.123, -4.094, -3.672], [-4.374, 1.534, 0.722], [1.012, 0.241, -2.407], [-1.937, 4.265, 2.947], [3.827, -0.370, -0.338], [0.954, -3.529, 1.024], [1.951, 1.336, 0.718], [-1.389, 3.816, -0.051], [-2.908, 0.783, -5.346], [-1.236, -0.404, -3.989], [1.552, -2.550, -1.675], [-4.260, 2.608, -4.377], [4.249, -1.569, -3.511], [0.956, 6.100, -0.904], [-0.250, -0.491, 4.230], [3.110, -5.504, -2.423], [0.052, -3.033, 0.072], [-0.167, 4.333, -0.462], [5.471, -5.013, -3.201], [-1.707, -4.177, 1.308], [-3.396, 4.294, 0.565], [-0.558, 1.428, 2.025], [-5.143, -2.674, -2.085], [-6.212, 0.549, 0.923], [-3.002, 1.765, 1.212], [-3.794, -0.333, -1.808], [-1.825, 0.389, -3.544], [-2.420, 1.770, -1.674], [-2.548, 0.847, 2.391], [-2.879, 2.273, 2.651], [2.880, 2.726, -3.468], [-0.002, 5.705, -0.593], [6.172, 1.209, 1.561], [0.249, -1.039, 1.766], [3.987, 2.139, 1.935], [3.880, -3.582, -3.001], [-3.361, -3.455, -1.055], [-2.237, -5.962, 3.200], [-4.185, -2.517, -1.625], [3.575, -2.237, -2.997], [-1.651, 0.731, -2.196], [-0.415, -0.213, -0.654], [-2.442, 4.685, 0.230], [-3.537, 2.090, -3.759], [1.275, -4.703, 2.767], [-3.096, 6.722, 0.330], [5.594, 0.353, 0.641], [-3.909, 3.303, -2.032], [1.494, 0.295, 0.117], [6.020, -1.104, -1.101], [1.324, 2.329, 1.060], [-2.321, -1.491, -0.877], [4.945, -4.314, -4.727], [-1.456, -1.445, 1.689], [-1.052, 6.567, -0.312], [0.542, -4.343, 2.056]],
  "forces_ev_per_a": [[0.051, 0.033, -0.038], [0.090, -0.035, 0.104], [-0.006, -0.020, 0.020], [0.021, -0.008, -0.005], [-0.004, 0.006, -0.012], [-0.065, -0.121, 0.144], [-0.033, 0.068, 0.136], [-0.013, -0.011, 0.015], [-0.016, 0.011, 0.010], [0.001, 0.009, 0.010], [-0.056, -0.048, 0.012], [0.009, 0.018, 0.082], [0.085, -0.074, 0.062], [-0.010, 0.014, -0.035], [0.006, 0.048, -0.014], [0.006, -0.007, -0.007], [0.011, 0.013, -0.009], [0.213, -0.060, 0.130], [-0.027, -0.004, -0.022], [-0.006, -0.020, 0.007], [-0.034, 0.033, 0.030], [0.018, -0.002, -0.006], [-0.153, -0.065, -0.095], [0.005, 0.021, -0.008], [0.000, -0.018, -0.001], [0.001, 0.010, 0.001], [0.027, 0.030, 0.147], [0.045, -0.042, 0.015], [0.031, -0.007, 0.035], [-0.013, 0.028, 0.007], [-0.067, 0.085, -0.082], [-0.110, 0.043, 0.036], [0.024, 0.147, 0.069], [0.062, 0.062, 0.117], [-0.015, 0.041, 0.038], [-0.020, 0.006, 0.001], [0.004, 0.015, 0.031], [0.085, 0.009, 0.014], [-0.018, -0.043, 0.023], [-0.089, 0.396, -0.001], [-0.018, -0.020, -0.013], [0.061, -0.058, -0.040], [-0.058, 0.093, 0.009], [-0.004, 0.010, 0.008], [-0.036, 0.037, -0.101], [-0.010, 0.048, 0.004], [-0.036, 0.006, -0.034], [-0.048, 0.018, -0.087], [0.018, 0.133, -0.069], [0.016, -0.003, 0.009], [-0.037, -0.107, 0.002], [0.067, -0.029, -0.013], [-0.022, -0.039, -0.006], [-0.078, 0.133, -0.244], [-0.028, -0.004, -0.026], [0.007, -0.002, 0.002], [0.074, -0.021, -0.083], [0.153, -0.044, 0.297], [0.011, -0.035, 0.037], [-0.011, 0.007, -0.019], [0.009, -0.012, 0.003], [-0.114, -0.082, -0.095], [-0.009, 0.009, -0.014], [-0.007, 0.020, -0.020], [0.008, 0.015, -0.004], [-0.007, -0.036, 0.001], [0.010, -0.016, -0.002], [0.004, 0.081, 0.012], [-0.017, 0.023, -0.035], [-0.010, -0.007, 0.003], [0.042, -0.026, -0.030], [-0.011, -0.026, 0.006], [-0.005, -0.026, -0.019], [-0.030, -0.004, -0.019], [-0.035, 0.000, 0.007], [-0.009, 0.034, 0.022], [-0.009, 0.014, -0.045], [-0.097, 0.038, 0.025], [0.013, 0.132, -0.258], [-0.091, -0.010, -0.048], [-0.002, 0.043, 0.072], [0.007, 0.027, -0.019], [0.008, -0.013, 0.002], [-0.140, 0.078, 0.071], [-0.055, 0.012, 0.066], [0.002, 0.014, -0.045], [-0.038, 0.023, 0.039], [-0.049, -0.047, 0.060], [-0.017, 0.010, 0.003], [0.069, 0.047, 0.031], [0.018, -0.080, -0.039], [0.090, -0.146, 0.083], [0.200, -0.134, 0.115], [0.012, 0.055, 0.005], [0.036, -0.080, -0.065], [0.003, -0.012, 0.023], [-0.005, 0.009, 0.000], [0.295, -0.290, -0.116], [0.004, 0.002, 0.012], [-0.260, 0.042, -0.269], [0.005, -0.108, 0.030], [0.021, -0.085, -0.013], [0.135, -0.239, -0.153], [-0.007, 0.000, -0.016], [0.029, 0.056, 0.048], [0.007, 0.016, -0.006], [-0.065, -0.004, 0.000]],
  "s2": 2.017,
  "e_homo_ev": [-6.62, -7.32],
  "multiplicity": 3
}

# 2
{
  "formula": "C5H10BrN2",
  "method": "the ωB97M-V functional and the def2-TZVPD basis",
  "species": ["H", "N", "H", "C", "H", "Br", "C", "H", "H", "C", "C", "H", "H", "C", "H", "H", "N", "H"],
  "positions_angstrom": [[-3.494, -0.377, -0.243], [3.699, 0.683, -0.122], [-3.161, -2.002, -0.850], [-0.194, 1.172, 0.432], [-3.041, -1.555, 0.959], [1.788, -1.318, 0.327], [-2.769, -1.284, -0.174], [-0.753, -1.622, -1.200], [0.199, 1.723, -0.381], [-1.366, -0.788, -0.653], [-0.593, -0.251, 0.405], [-0.687, -0.645, 1.451], [-1.115, 1.620, 0.612], [2.946, 0.061, 0.498], [-1.307, -0.033, -1.487], [0.335, 1.429, 1.361], [4.276, 1.643, -0.436], [5.236, 1.546, -0.501]],
  "forces_ev_per_a": [[1.251, -1.331, -0.261], [-0.661, -1.087, 0.365], [-0.218, -0.822, -0.345], [1.508, -1.138, 1.858], [1.643, 0.096, -2.424], [-0.272, -0.682, -0.498], [-2.096, 2.625, 1.907], [-1.104, 0.843, 1.281], [0.518, -0.137, -1.304], [0.765, -1.651, -2.358], [0.917, 1.589, 2.283], [0.084, -0.076, -1.174], [-2.433, 0.957, 0.300], [-2.573, -2.566, 2.614], [-0.925, -0.577, 0.718], [0.237, -0.229, -0.422], [0.709, 4.429, -2.349], [2.647, -0.243, -0.191]],
  "charge": 1,
  "e_homo_ev": -12.51,
  "multiplicity": 1
}

Taking the records one at a time from the top gives molar mass values of 1048.76; 178.05 g/mol.
Taking the records one at a time from the top gives DFT total energy values of -85564.2601; -78356.3298 eV.
Taking the records one at a time from the top gives energy above the lowest of the compared OMol25 structures with the same formula, charge and spin values of 261.7; 717.5 kJ/mol.